A molecular structure, C33H42BN8O2PbSSi. Source: the OMol25 dataset; level of theory: ωB97M-V with the def2-TZVPD basis set.

## Properties
Kohn-Sham gap, Ha: 0.23012
HOMO, eV: -4.04
Relative energy (zero: lowest compared OMol25 entry of this formula, charge and spin), kJ/mol: 0.00
Multiplicity: 1
Total charge: -1
Calculated total energy, Eh: -2776.7098

Atoms and positions in Å:
Pb (-16.110, 5.768, 2.555)
C (-20.020, 2.675, 0.829)
C (-18.744, 2.077, 1.053)
N (-18.179, 2.557, 2.119)
N (-19.095, 3.410, 2.722)
C (-20.225, 3.458, 1.949)
B (-18.979, 3.756, 4.206)
N (-17.656, 3.228, 4.796)
C (-17.353, 1.908, 5.083)
C (-16.015, 1.829, 5.382)
C (-15.575, 3.173, 5.410)
N (-16.549, 3.998, 5.006)
N (-19.178, 5.257, 4.449)
C (-19.710, 5.826, 5.589)
C (-19.978, 7.165, 5.345)
C (-19.589, 7.361, 4.000)
N (-19.129, 6.241, 3.470)
H (-20.681, 2.533, -0.020)
H (-18.227, 1.402, 0.408)
H (-21.046, 4.093, 2.270)
H (-19.837, 3.095, 4.748)
H (-18.126, 1.171, 5.024)
H (-15.436, 0.972, 5.665)
H (-14.578, 3.546, 5.605)
H (-19.833, 5.213, 6.479)
H (-20.414, 7.882, 6.026)
H (-19.763, 8.234, 3.417)
O (-17.512, 4.574, -1.422)
S (-16.784, 5.781, -1.173)
O (-16.133, 6.545, -2.219)
N (-15.743, 5.477, 0.065)
C (-14.611, 4.796, -0.331)
C (-14.406, 4.397, -1.695)
C (-13.145, 3.880, -2.093)
C (-12.131, 3.624, -1.179)
C (-12.376, 3.888, 0.195)
C (-11.474, 3.432, 1.168)
C (-11.718, 3.708, 2.513)
C (-12.950, 4.324, 2.871)
N (-13.872, 4.681, 1.976)
C (-13.644, 4.442, 0.641)
C (-17.935, 6.940, -0.496)
C (-19.034, 6.453, 0.196)
C (-20.093, 7.302, 0.525)
C (-19.981, 8.645, 0.227)
C (-18.819, 9.139, -0.384)
C (-17.765, 8.307, -0.689)
H (-15.257, 4.418, -2.350)
H (-12.962, 3.584, -3.110)
H (-11.181, 3.200, -1.432)
H (-10.599, 2.899, 0.829)
H (-11.001, 3.369, 3.264)
H (-13.134, 4.549, 3.939)
H (-19.040, 5.411, 0.484)
H (-20.979, 6.867, 0.996)
H (-20.835, 9.280, 0.409)
H (-18.740, 10.210, -0.561)
H (-16.854, 8.650, -1.157)
C (-16.405, 9.598, 2.623)
Si (-14.888, 8.434, 2.771)
C (-14.361, 8.437, 4.714)
C (-14.403, 9.830, 5.294)
C (-12.946, 7.810, 4.833)
C (-15.340, 7.517, 5.498)
C (-13.428, 9.204, 1.624)
C (-12.278, 8.221, 1.604)
C (-13.932, 9.389, 0.202)
C (-12.909, 10.485, 2.246)
H (-16.099, 10.620, 2.320)
H (-17.022, 9.636, 3.550)
H (-17.147, 9.285, 1.877)
H (-13.732, 10.590, 4.846)
H (-14.142, 9.726, 6.387)
H (-15.452, 10.265, 5.339)
H (-12.159, 8.577, 4.719)
H (-12.750, 6.958, 4.164)
H (-12.875, 7.394, 5.849)
H (-16.407, 7.801, 5.417)
H (-15.107, 7.589, 6.584)
H (-15.220, 6.464, 5.170)
H (-12.505, 7.218, 1.231)
H (-11.810, 8.092, 2.579)
H (-11.450, 8.681, 1.045)
H (-14.249, 8.426, -0.280)
H (-13.128, 9.746, -0.487)
H (-14.773, 10.084, 0.144)
H (-12.212, 10.405, 3.120)
H (-13.732, 11.185, 2.545)
H (-12.300, 11.031, 1.436)